Record 1
Here is C13H15MnN5O6SSe as an isolated structure from the OMol25 dataset. Energies are from wB97M-V/def2-TZVPD.

Atoms and positions in Å:
Se -1.4472 -3.4403 0.5798
S -3.2475 0.1919 1.6590
C 0.0818 -1.5579 -3.7338
H -2.1335 2.2930 -2.4764
N -2.4369 0.8616 -1.1071
H -0.9228 2.0907 -4.5196
H 4.2827 1.2358 1.8963
O -0.5772 -2.0796 1.0312
H 0.7576 0.9654 3.8455
H 4.9997 -0.3962 1.9840
O -2.8733 -2.7474 0.0721
C -0.6486 1.0607 -4.3034
C 2.8743 -0.3549 1.5886
C 2.9049 0.9148 4.1255
C 0.1238 0.3555 -5.2048
H 3.0076 1.9717 3.8460
O -1.6855 -4.3984 1.8723
O -0.6925 -4.2640 -0.5953
C 0.4775 -0.9695 -4.9147
C 4.1274 0.2044 2.2398
H 1.0689 -1.5393 -5.6240
N -0.2455 0.7918 0.6698
H 0.4498 0.8219 -6.1282
C -3.4848 1.6420 0.7441
C 0.6871 0.6400 1.3271
N 1.7478 0.4144 2.0933
C -1.9237 1.2537 -2.2172
H 1.4641 -0.6635 3.8773
H 2.7585 -1.4138 1.8423
H 0.3520 -2.5784 -3.4918
O -1.0431 -1.3966 -1.6953
N -4.1509 2.6920 1.3909
H 2.9107 0.8262 5.2116
O 4.0319 0.1828 3.6596
C -0.6996 -0.8494 -2.7882
Mn -1.8278 -0.8591 -0.0856
H 2.9205 -0.2583 0.5056
C 1.6148 0.3680 3.5405
H -4.7401 2.3366 2.1275
N -3.1171 1.8820 -0.4719
C -1.0985 0.4900 -3.1060
H -4.6472 3.2793 0.7338

Summary:
total charge	-2
Kohn-Sham gap (spin up / spin down)	5.34 / 5.09	eV
multiplicity	2
E_LUMO (spin up / spin down)	4.30 / 4.30	eV
<S²>	1.212
F_max	0.041	Eh/bohr

Record 2
Here is an isolated ion of composition C13H15N2 and charge +1 from the OMol25 dataset. Energies are from wB97M-V/def2-TZVPD.

Atoms and positions in Å:
C 0.3433 0.3143 1.0491
N 0.2150 1.7851 1.1327
H 5.2300 -0.2933 -1.3819
H 1.0732 2.1404 1.3064
C -2.6411 -1.8237 -0.1515
C 3.0794 0.1156 -1.5987
H 0.4375 -0.3674 1.9106
C 4.1677 -0.3121 -0.8725
H -5.0547 0.5657 -0.3104
C 1.8399 0.3045 -1.0371
H -0.2912 1.8241 2.0864
H -2.7538 -2.9143 -0.2666
C 4.0498 -0.7639 0.4532
H -3.3085 2.2449 -0.1705
C 1.6919 -0.0426 0.3139
C -0.9184 -0.1739 0.4103
H -1.3145 0.7063 -1.5827
C -1.5080 -1.3675 0.5081
C 2.7472 -0.6433 1.0078
H 4.7139 -1.2433 1.0376
C -3.0145 1.2478 -0.4195
H 3.3800 0.5365 -2.4604
C -3.9726 0.3228 -0.5007
H 2.6140 -0.9455 1.9990
H 1.0271 0.7196 -1.5829
H -4.5829 -1.6637 -0.8601
H -1.0047 -1.9073 1.4358
C -3.6786 -1.1201 -0.6751
H -1.0161 1.8050 -0.2140
N -1.5503 0.9493 -0.5664

Summary:
total charge	+1
Kohn-Sham gap	8.57	eV
energy relative to the best compared isomer or geometry (same formula, charge and spin)	101.4	kcal/mol
multiplicity	1
E_LUMO	-3.83	eV
SMILES	N[C@@H](C1=CC=CC=C[NH2+]1)c1ccccc1
F_max	0.112	Eh/bohr

Record 3
Here is C13H15N2O2Pd as an isolated structure from the OMol25 dataset. Energies are from wB97M-V/def2-TZVPD.

Atoms and positions in Å:
H -4.2415 2.9926 -2.2640
C -2.1062 -2.0026 -1.7694
H -3.7714 -0.0097 -0.8705
O 1.3316 0.5113 -1.4512
N -0.9993 -0.1322 -2.6830
C -3.7769 2.7471 -1.3068
H -4.5437 2.3455 -0.6473
C 4.4371 -2.0793 -2.5938
C 3.4303 -1.2480 -2.1503
H 2.1086 1.9891 0.8142
H 5.3097 -2.2506 -1.9791
C 2.1989 -1.6515 -4.2083
H 1.3449 -1.4578 -4.8416
C -2.8885 0.3856 -1.3446
N 0.0506 -0.1330 -3.2831
H 3.4951 -0.7620 -1.1865
C 3.2148 -2.4838 -4.6415
C 2.3052 -1.0345 -2.9566
H -1.5845 -2.3257 -0.8678
C 1.2480 -0.1796 -2.4516
H -3.1567 -2.2665 -1.6788
Pd -0.0696 1.7461 -0.3976
C 1.1540 1.5655 1.1233
H -1.6777 -2.5110 -2.6298
C -2.6834 1.7572 -1.5600
H 3.1461 -2.9598 -5.6095
O -1.5837 2.1703 -2.0307
H 1.2409 0.5061 1.3614
H 0.6985 2.1314 1.9403
C -1.9794 -0.5059 -1.8946
H 5.1198 -3.3462 -4.1826
C 4.3266 -2.6964 -3.8371
H -3.3666 3.6703 -0.9012

Summary:
total charge	+1
Kohn-Sham gap	7.18	eV
energy relative to the best compared isomer or geometry (same formula, charge and spin)	0.0	kcal/mol
multiplicity	1
E_LUMO	-4.75	eV
F_max	0.009	Eh/bohr

Record 4
Here is C13H15NOsTe as an isolated structure from the OMol25 dataset. Energies are from wB97M-V/def2-TZVPD.

Atoms and positions in Å:
C 1.0566 2.0861 -2.6852
C 0.2734 1.1855 -3.4867
Te 1.0137 1.1981 0.9409
Os -0.2432 0.8879 -1.3997
C 1.4259 -1.2825 2.6434
H 0.0704 -1.5850 0.0154
H 2.0812 -0.5144 -1.1229
C -0.8230 -0.3304 2.8965
C 0.1528 2.9549 -1.9857
H -2.7206 0.1244 -0.5646
H -1.9374 0.9979 -3.7760
C 0.4491 -0.3322 2.2870
H 1.3449 -0.9736 -2.7294
H 1.8683 -2.9875 3.8911
C 1.1197 -2.2453 3.6149
C 0.0521 -1.3632 -1.0540
H -0.6325 -1.9342 -1.6726
C -1.1055 1.5058 -3.2997
H -1.5506 0.4285 2.5994
H 2.1390 2.0743 -2.5838
H 0.4346 3.7145 -1.2662
H 2.4038 -1.2409 2.1597
N -1.7162 0.1660 -0.7557
C -0.1395 -2.2476 4.2372
H -0.3633 -2.9884 5.0117
C -1.1038 -1.2947 3.8737
H -2.1031 3.0461 -1.9860
H 0.6567 0.3974 -4.1268
C 1.1643 -0.7420 -1.6774
H -2.0809 -1.3007 4.3636
C -1.1871 2.5949 -2.3624

Summary:
Kohn-Sham gap (spin up / spin down)	4.62 / 6.07	eV
energy relative to the best compared isomer or geometry (same formula, charge and spin)	0.0	kcal/mol
multiplicity	5
E_LUMO (spin up / spin down)	0.52 / -1.54	eV
<S²>	6.028
F_max	0.118	Eh/bohr

Record 5
Here is a 2-piece molecular cluster, C13H15NSi overall from the OMol25 dataset. Energies are from wB97M-V/def2-TZVPD.

Atoms and positions in Å:
H 2.2953 -1.3452 4.4740
H 0.1134 2.1870 1.8211
C 0.5925 1.4084 2.4009
C 1.6860 -1.2148 -3.0313
H 1.7675 2.7880 3.5346
H 0.6339 -1.9458 2.7700
H 1.8919 -1.3877 0.3303
C 0.3813 -0.7617 -3.1542
H -0.0323 -0.5724 -4.1361
C 2.2157 -1.4502 -1.7743
H -4.6402 0.6254 -3.0655
H 2.2876 -1.3862 -3.9131
C -0.3839 -0.5481 -2.0239
N -2.5142 -0.4765 0.5397
C 1.8179 -0.5685 3.8933
C 0.2679 0.0758 2.1547
H -2.9755 1.1623 -2.8385
H -1.4070 -0.2173 -2.1081
C -3.9538 1.4509 -3.2035
H 3.2287 -1.8158 -1.6693
C 0.8853 -0.9049 2.9295
Si -0.9163 -0.3857 0.7565
H -3.8951 1.7151 -4.2497
C 1.4529 -1.2117 -0.6436
C 0.1409 -0.7577 -0.7523
H -3.1895 -0.2959 1.2690
H -4.3049 2.3033 -2.6315
C 1.5227 1.7489 3.3656
C 2.1468 0.7590 4.1059
H 2.8844 1.0221 4.8498

Summary:
Kohn-Sham gap	9.49	eV
energy relative to the best compared isomer or geometry (same formula, charge and spin)	0.0	kcal/mol
multiplicity	1
E_LUMO	0.36	eV
SMILES	N=[Si](c1ccccc1)c1ccccc1.C
F_max	0.021	Eh/bohr

Record 6
Here is C13H16BrHgN2SSi as an isolated structure from the OMol25 dataset. Energies are from wB97M-V/def2-TZVPD.

Atoms and positions in Å:
C 2.0484 -3.6372 -1.9710
C -2.8952 5.0454 0.3251
C 0.1762 -0.7666 0.7484
H -2.2604 4.2530 -1.5716
C 3.5123 -2.3342 0.3375
S 1.3772 0.4821 1.0649
Hg -0.0701 1.0972 3.2319
C -1.7021 3.0120 0.0978
H 3.6481 -1.4523 0.9633
C -0.5431 -2.7623 -0.3364
H -2.9142 -1.3650 1.6038
H 1.2781 -3.5519 -2.7423
H -1.2219 2.2495 -0.5067
H 1.8250 -4.5165 -1.3609
N -1.0151 -0.6347 1.3469
H -0.3628 -3.6194 -0.9755
H 3.5116 -0.8471 -2.5897
C -1.7881 -2.6128 0.2606
Br -3.7424 6.5585 -0.4183
H -2.2546 3.5331 3.2543
H 2.6760 0.2822 -1.5188
H -3.3415 5.5840 2.3628
H 3.2860 -3.1828 0.9876
C -1.9691 -1.5324 1.0976
H 1.7882 -0.5195 -2.8203
C -2.2838 4.1202 -0.4997
H -2.5836 -3.3279 0.1005
H 3.0010 -3.8210 -2.4759
H 4.4608 -2.5409 -0.1679
C 2.5693 -0.6542 -2.0679
Si 2.1717 -2.0818 -0.9327
C -2.2756 3.7209 2.1856
C 0.4802 -1.8461 -0.1198
N -1.6970 2.8045 1.4107
C -2.8896 4.8639 1.6961

Summary:
Kohn-Sham gap (spin up / spin down)	8.32 / 6.06	eV
energy relative to the best compared isomer or geometry (same formula, charge and spin)	0.0	kcal/mol
multiplicity	2
E_LUMO (spin up / spin down)	0.57 / -1.89	eV
<S²>	0.761
F_max	0.016	Eh/bohr